Record 1
This record from the Open Molecules 2025 dataset describes a structure of composition C23H23Br6F7O21 in a non-equilibrium geometry. The level of theory is ωB97M-V/def2-TZVPD.

XYZ file:
```
80
Properties=species:S:1:pos:R:3:forces:R:3:mulliken_charge:R:1
C -4.5560 2.8117 -2.1313 0.2684 -0.1739 -0.3035 -0.3385
C -3.7457 1.6875 -2.7765 0.2328 -0.4049 2.3001 0.8955
O -2.6017 2.3337 -3.2454 -0.7683 0.8549 -0.1834 -0.1411
C -2.9601 3.6685 -3.4382 0.1972 0.1887 0.5827 0.4722
O -2.2393 4.4914 -3.8831 0.3038 -0.1260 -0.4859 -0.5163
O -4.1958 3.9351 -2.9479 0.2409 -0.5758 -0.4819 -0.3669
F -4.3997 1.1315 -3.8114 -0.5238 -0.3911 -0.7778 -0.3292
H -4.1184 3.0680 -1.1537 -0.7261 -0.6363 0.0616 0.2091
H -5.6359 2.5717 -2.1837 0.6357 0.5393 0.2516 0.3506
H -3.5224 0.8919 -2.0153 0.2645 0.6137 -0.9238 -0.2454
C 5.0143 0.1006 3.2965 -0.7240 -0.1216 0.4400 -0.4035
C 4.1442 -0.0412 2.0080 1.6038 -1.0963 0.3302 0.5071
O 4.8753 0.6902 1.0961 1.0816 0.5988 -0.7637 -0.2994
C 6.1481 0.9949 1.5793 -0.5539 0.1297 -1.1714 0.5478
O 7.0095 1.5096 0.9532 -0.3051 0.0090 -0.1526 -0.5160
O 6.2419 0.5944 2.8259 0.7865 -0.2111 0.6676 -0.3400
F 2.9233 0.4832 2.0949 -1.0233 0.8114 0.5539 -0.0374
H 5.2315 -0.8347 3.8320 -0.4616 0.3356 -0.1634 0.2660
H 4.6301 0.8918 3.9556 -0.3930 -0.5455 0.0129 0.2413
H 4.0189 -1.0730 1.6401 0.1569 0.2901 0.2072 0.0274
C 1.3918 2.1832 -3.8488 0.6727 0.5711 -0.1751 -0.4948
C 0.9093 1.6365 -2.4901 0.5241 0.2816 0.3410 0.4751
O 0.4604 0.3540 -2.8145 0.3522 -1.0104 -1.2322 0.2828
C 0.9651 -0.0351 -4.0746 -0.0928 0.9859 0.1291 0.3511
O 0.8859 -1.1187 -4.5548 -0.2300 0.0473 0.6567 -0.5531
O 1.5648 1.0128 -4.7010 -1.0673 -0.0961 1.6186 -0.4043
F -0.0840 2.3592 -1.8629 0.2263 -0.4268 -0.9139 -0.2519
H 2.4142 2.5868 -3.7227 -0.7685 0.2287 -0.2226 0.3179
H 0.6764 2.8936 -4.3268 0.5558 -0.5106 0.4959 0.3000
H 1.7008 1.5852 -1.7185 -0.1462 -0.1804 -0.5240 0.0433
C 0.9714 3.1929 3.9829 0.1574 0.2502 -0.6002 -0.1480
C -0.5095 3.6393 3.6510 2.3177 -0.7954 0.4245 1.0345
O -0.3936 4.9990 3.5067 -0.1705 -0.6330 0.0919 -0.3947
C 0.8411 5.4502 3.9576 -2.3287 1.2545 -1.2923 0.5639
O 0.9953 6.6200 3.8664 1.5469 0.1371 0.7965 -0.5141
O 1.5957 4.4540 4.3427 0.5970 -0.6173 0.2034 -0.3465
F -1.1802 3.3019 4.7643 -1.5766 0.0027 1.1764 -0.3381
H 1.4793 2.8180 3.0945 0.0482 -0.0202 -0.0234 0.0556
H 1.1555 2.4975 4.8309 -0.7487 0.4951 -0.6074 0.2411
H -1.0098 3.2057 2.7963 0.1178 -0.1129 -0.2302 -0.1575
C -2.7806 -3.5176 -3.8379 -0.3258 -0.7513 -0.5841 -0.5441
C -1.8358 -2.4663 -3.3710 -0.3339 1.2007 0.3209 0.3982
O -1.8924 -2.6149 -1.9627 0.5768 -0.7364 0.2550 0.1627
C -2.2008 -3.9186 -1.6942 -0.7986 -0.4181 -0.5601 0.3359
O -2.0914 -4.4631 -0.6483 0.1905 0.2676 0.0003 -0.4943
O -2.7117 -4.5302 -2.8224 0.9921 0.6880 0.4835 -0.3844
F -2.3291 -1.2140 -3.6494 0.4517 -0.5095 -0.0654 -0.2581
H -2.4846 -3.8757 -4.8255 -0.2054 -0.3818 0.2490 0.3376
H -3.8031 -3.1741 -3.8340 -0.2561 0.4593 -0.2937 0.3001
H -0.8064 -2.5552 -3.7450 -0.2435 0.3038 0.1882 0.1876
C 2.9896 -4.2569 -1.1557 -0.2636 -0.6237 0.4776 -0.6685
C 1.5109 -3.9172 -1.0483 0.8373 -0.4350 -2.0066 0.3833
O 1.5563 -2.5517 -1.4671 -1.0257 -0.5419 0.5991 0.0134
C 2.7674 -2.0197 -1.1117 -0.9762 -0.2615 0.2026 0.2515
O 2.9541 -0.8501 -1.0491 0.4888 -0.0771 -0.0291 -0.4096
O 3.5922 -3.0231 -0.7980 0.9978 0.5406 0.2535 -0.3595
F 1.0601 -4.0838 0.2025 -0.1773 0.5647 0.7077 -0.2667
H 3.3081 -4.5057 -2.1695 -0.2238 -0.1584 0.0610 0.3505
H 3.2498 -5.0490 -0.4417 0.1886 0.3873 -0.2153 0.3532
H 0.8822 -4.5378 -1.7023 0.0254 0.6307 -0.0125 0.2663
C 0.2521 0.0530 1.0666 -0.1668 -0.9232 0.4482 1.1310
C -0.9069 -0.7775 0.5618 -0.2667 -0.4291 -0.0955 1.3304
O -1.8496 0.1634 0.0929 1.3068 0.8961 -0.2613 0.1293
C -1.4379 1.4205 0.5513 -0.7136 -0.7307 -0.5815 0.4121
O -2.0171 2.4345 0.3686 -0.5424 0.0875 -0.0715 -0.5755
O -0.3032 1.3166 1.2265 0.0088 1.2778 0.7348 -0.3209
F -1.6059 -1.4477 1.5474 0.8284 -0.3084 -0.1429 -0.3015
H 1.0279 0.1459 0.3161 0.3349 -0.4286 -0.0241 -0.4146
H 0.6025 -0.3424 2.0258 0.1036 0.3416 -0.4995 -0.6886
H -0.5016 -1.5109 -0.1500 -1.0043 0.2443 -0.1862 -0.6080
C -5.0507 -1.4279 2.0270 -0.0790 -0.7350 -0.0223 -0.2950
Br -3.8859 -0.6565 3.2988 -0.0226 0.7429 0.5095 -0.0143
Br -5.3930 -0.3199 0.4752 -0.0838 -0.3180 0.5207 -0.0002
Br -6.5915 -2.2010 2.9045 -0.3633 0.4069 -0.1742 -0.0554
H -4.5450 -2.3294 1.7399 0.2918 0.0311 -0.7325 0.2649
C 0.7911 -2.2220 4.5395 -0.2678 -1.7901 0.1612 -0.4399
Br 1.8009 -2.1485 6.1347 0.6730 0.3214 0.5390 -0.0304
Br 1.8493 -2.4674 2.9635 0.3275 0.0018 -0.1635 0.0372
Br -0.5397 -0.9270 4.4392 -0.4929 1.0657 0.0219 0.0233
H 0.2777 -3.1739 4.6287 -0.0706 0.1584 -0.1252 0.4154
```
Forces are in eV/Å.

Properties
- orbital gap (eV) = 9.78



Record 2
This record from the Open Molecules 2025 dataset describes a structure of composition C23H23Cl2CsN3O2S2 in a non-equilibrium geometry. The level of theory is ωB97M-V/def2-TZVPD.

XYZ file:
```
56
Properties=species:S:1:pos:R:3:forces:R:3:mulliken_charge:R:1
Cs 1.1241 -1.0102 2.0453 0.9070 -1.8851 0.4686 1.3255
N -3.4902 -3.3736 2.4173 0.2000 -0.0399 -0.0174 -0.5036
C -2.3149 -2.5973 2.4342 -0.2926 -0.2249 -0.0476 0.3864
S -0.8874 -3.4573 1.9643 -0.2845 -0.2892 -0.0174 -0.6783
N -2.5272 -1.3825 2.8333 -0.2267 0.0114 0.0470 -0.9920
N -1.4568 -0.4980 2.8870 -0.4785 0.0479 0.2444 0.5116
C -1.7539 0.5360 3.5774 -0.0795 0.1460 0.0954 -0.8995
C -1.0133 1.7800 3.8000 0.1473 0.3689 0.0701 0.8213
C -1.8123 2.8687 4.1900 0.1563 -0.0364 -0.0609 -0.5420
C -1.3161 4.1475 4.3971 -0.0184 -0.1486 -0.0026 -0.7015
C 0.0551 4.3531 4.2286 0.0702 -0.1113 -0.0721 -0.2869
C 0.8844 3.3086 3.8745 -0.1041 -0.0649 0.0278 -0.6044
C 0.4121 1.9713 3.6640 -0.1083 0.0771 0.0302 0.1781
O 1.2203 1.0218 3.3770 -0.2181 1.7531 1.0075 -0.8255
H -3.4303 -4.1570 1.7841 0.0134 0.1135 0.0751 0.1910
H -4.3329 -2.8240 2.3487 -0.0117 0.0652 -0.0103 0.2295
H -2.7436 0.5405 4.0342 -0.2148 -0.0016 -0.0114 0.2183
H -2.8783 2.6923 4.3156 0.0534 -0.0091 -0.0102 0.2743
H -1.9735 4.9594 4.6827 0.0011 -0.0214 0.0030 0.3526
H 0.4763 5.3439 4.3825 -0.0094 -0.0596 -0.0074 0.3405
H 1.9526 3.4614 3.7614 -0.0085 -0.0004 0.0043 0.3520
Cl 3.9280 -2.9272 3.0384 0.0812 -0.0632 0.0529 -0.1665
C 3.4206 -3.3416 4.6923 -0.0992 0.1012 -0.1187 -0.2735
Cl 1.8392 -2.7024 5.1171 0.0292 -0.0159 0.0220 -0.1071
H 4.1547 -2.9271 5.3624 0.1397 0.0769 0.1483 0.2698
H 3.3861 -4.4160 4.7532 -0.0184 -0.2250 0.0241 0.2670
O 1.5531 -0.6591 -0.4244 0.1352 -0.0180 -1.5265 -0.5583
S 2.2312 0.5353 -0.9768 0.1630 0.5491 -0.4794 0.3846
C 2.7263 0.1030 -2.6945 -0.0822 0.1941 -0.0574 -1.4445
C 1.8015 -0.8339 -3.4130 -0.0890 -0.0475 -0.0287 0.8001
C 1.1783 -0.4513 -4.5982 -0.0181 -0.1286 -0.0280 -0.2814
C 0.3337 -1.3276 -5.2681 0.0088 0.0502 -0.0055 -0.5944
C 0.0942 -2.5946 -4.7505 -0.0303 0.0022 0.0121 -0.4071
C 0.7055 -2.9799 -3.5639 0.0013 -0.0169 0.0291 -0.7218
C 1.5608 -2.1082 -2.9014 0.0060 -0.1360 0.0492 -0.1411
C 0.9320 1.7873 -1.2551 -0.0008 -0.0761 -0.0831 -1.1657
C -0.1968 1.4252 -2.1793 -0.1498 -0.0080 0.0246 0.6715
C -1.0608 0.3619 -1.8957 0.0583 0.0844 -0.0824 -0.2880
C -2.0986 0.0577 -2.7685 0.0296 -0.0067 0.0866 -0.7757
C -2.3094 0.8247 -3.9084 0.0124 0.0674 -0.0364 -0.3938
C -1.4763 1.9050 -4.1768 -0.0011 -0.0704 -0.0223 -0.5849
C -0.4218 2.1952 -3.3198 -0.0039 -0.0308 0.0281 -0.5050
H 3.7064 -0.3530 -2.5545 0.0452 -0.0078 0.0274 0.5233
H 2.8672 1.0456 -3.2340 -0.0174 -0.0841 0.0526 0.4584
H 1.3484 0.5422 -4.9961 -0.0064 -0.0100 0.0038 0.2813
H -0.1486 -1.0124 -6.1895 0.0601 -0.0347 0.1157 0.3771
H -0.5772 -3.2770 -5.2646 0.0851 0.0874 0.0607 0.3784
H 0.5079 -3.9604 -3.1399 0.0316 0.1328 -0.0532 0.3972
H 2.0165 -2.4072 -1.9618 -0.0664 0.0266 -0.2100 0.3380
H 1.4470 2.6917 -1.5910 0.0229 -0.0595 0.0238 0.4864
H 0.5825 1.9703 -0.2353 -0.0164 -0.0167 0.0230 0.4436
H -0.9217 -0.2260 -0.9964 0.0203 0.0032 -0.0323 0.6597
H -2.7571 -0.7758 -2.5399 0.1047 0.1070 -0.0303 0.4495
H -3.1327 0.5897 -4.5780 0.1165 0.0352 0.0823 0.3896
H -1.6439 2.5205 -5.0564 0.0150 -0.0663 0.0982 0.3514
H 0.2296 3.0408 -3.5308 -0.0603 -0.0862 0.0138 0.3348
```
Forces are in eV/Å.

Properties
- orbital gap (eV) = 5.20
- total charge = -1